1.
This record from OMol25 describes a structure of composition C24H29ClN2P2Re in a non-equilibrium geometry. The level of theory is wB97M-V/def2-TZVPD.

Atoms and positions in Å:
C1 2.311 0.722 -4.504
C2 2.157 0.672 -3.116
C3 1.338 1.636 -2.477
C4 0.785 2.697 -3.229
C5 0.901 2.675 -4.622
C6 1.672 1.704 -5.259
C7 0.248 3.940 -2.563
C8 0.770 4.051 -1.153
C9 1.348 2.943 -0.497
C10 2.229 3.152 0.592
C11 2.347 4.439 1.132
C12 1.643 5.509 0.581
C13 0.855 5.310 -0.553
H1 2.952 -0.019 -4.983
H2 0.408 3.455 -5.206
H3 1.799 1.726 -6.341
H4 0.669 4.796 -3.121
H5 3.014 4.589 1.982
H6 1.738 6.502 1.018
H7 0.328 6.153 -1.011
N1 1.160 1.627 -1.047
Re1 0.601 0.091 0.016
C14 2.858 -0.402 -2.313
H8 3.619 0.005 -1.626
H9 3.329 -1.140 -2.975
C15 3.026 1.997 1.153
H10 3.711 1.548 0.415
H11 3.602 2.304 2.034
P1 1.618 -1.348 -1.283
P2 1.875 0.644 1.711
C16 1.090 1.515 3.124
H12 0.184 0.987 3.436
H13 1.794 1.560 3.963
H14 0.814 2.530 2.818
C17 3.010 -0.484 2.581
H15 3.501 0.060 3.399
H16 2.437 -1.322 2.996
H17 3.760 -0.871 1.882
C18 0.693 -2.188 -2.633
H18 1.399 -2.631 -3.346
H19 0.049 -2.965 -2.207
H20 0.067 -1.454 -3.149
C19 2.580 -2.771 -0.669
H21 1.877 -3.525 -0.295
H22 3.169 -3.195 -1.492
H23 3.244 -2.462 0.146
H24 -0.799 4.088 -2.672
H25 -0.776 0.035 -0.958
Cl1 -1.545 -5.002 -0.319
C20 -1.209 -3.778 0.823
C21 -1.018 -4.075 2.171
C22 -0.618 -3.033 3.003
C23 -0.329 -1.777 2.455
N2 -0.417 -1.551 1.132
C24 -1.056 -2.458 0.359
H26 -1.173 -5.088 2.525
H27 -0.478 -3.165 4.073
H28 0.002 -0.939 3.081
H29 -1.338 -2.150 -0.647

Values from the calculation:
Calculated total energy = -2262.03562 Ha
Expectation value of S² = 3.7758
Charge = +2
ΔE to the lowest compared entry with this formula, charge and spin = 0.000 eV
2S+1 = 4

Calculated atomic charges, method Löwdin, unit e: atom 1 (C): -0.0241, atom 2 (C): -0.2284, atom 3 (C): -0.1738, atom 4 (C): -0.1231, atom 5 (C): -0.0039, atom 6 (C): -0.0315, atom 7 (C): -0.0553, atom 8 (C): -0.1266, atom 9 (C): -0.1721, atom 10 (C): -0.2379, atom 11 (C): -0.0266, atom 12 (C): -0.0321, atom 13 (C): -0.0048, atom 14 (H): 0.1249, atom 15 (H): 0.1342, atom 16 (H): 0.1238, atom 17 (H): 0.1469, atom 18 (H): 0.1258, atom 19 (H): 0.1235, atom 20 (H): 0.1353, atom 21 (N): -0.1545, atom 22 (Re): 1.0378, atom 23 (C): -0.2363, atom 24 (H): 0.0983, atom 25 (H): 0.1043, atom 26 (C): -0.2476, atom 27 (H): 0.0979, atom 28 (H): 0.1073, atom 29 (P): 0.7103, atom 30 (P): 0.6888, atom 31 (C): -0.1944, atom 32 (H): 0.0373, atom 33 (H): 0.0736, atom 34 (H): 0.0605, atom 35 (C): -0.2109, atom 36 (H): 0.0727, atom 37 (H): 0.0475, atom 38 (H): 0.0491, atom 39 (C): -0.1946, atom 40 (H): 0.0789, atom 41 (H): 0.0326, atom 42 (H): 0.0640, atom 43 (C): -0.1926, atom 44 (H): 0.0561, atom 45 (H): 0.0777, atom 46 (H): 0.0414, atom 47 (H): 0.1295, atom 48 (H): -0.0026, atom 49 (Cl): 0.7761, atom 50 (C): -0.6403, atom 51 (C): -0.0317, atom 52 (C): -0.0014, atom 53 (C): -0.1241, atom 54 (N): -0.1481, atom 55 (C): -0.1731, atom 56 (H): 0.1325, atom 57 (H): 0.1302, atom 58 (H): 0.0842, atom 59 (H): 0.0894


2.
This record from OMol25 describes a structure of composition C3H6N3 in a non-equilibrium geometry. The level of theory is wB97M-V/def2-TZVPD.

Atoms and positions in Å:
C1 0.122 -1.709 -0.118
C2 -1.112 -1.262 0.324
C3 0.698 0.396 0.057
N1 0.975 -0.752 -0.329
N2 -1.117 0.007 0.607
N3 0.943 1.771 -0.476
H1 0.509 -2.777 -0.293
H2 -1.826 -2.010 0.646
H3 -2.067 0.386 1.125
H4 0.873 2.320 0.421
H5 0.116 1.935 -1.064
H6 1.885 1.695 -0.901

Values from the calculation:
Calculated total energy = -281.79083 Ha
Charge = +1
ΔE to the lowest compared entry with this formula, charge and spin = 3.457 eV

Calculated atomic charges, method Löwdin, unit e: atom 1 (C): -0.1517, atom 2 (C): -0.1798, atom 3 (C): -0.1341, atom 4 (N): 0.0676, atom 5 (N): 0.0883, atom 6 (N): 0.2498, atom 7 (H): 0.1545, atom 8 (H): 0.1368, atom 9 (H): 0.1989, atom 10 (H): 0.1961, atom 11 (H): 0.1790, atom 12 (H): 0.1947


3.
This record from OMol25 describes a structure of composition C35H53CrGe2NSe in a non-equilibrium geometry. The level of theory is wB97M-V/def2-TZVPD.

Atoms and positions in Å:
Cr1 -0.271 0.258 0.032
C1 1.492 -1.465 4.627
C2 2.165 -2.509 3.727
C3 1.495 -3.867 3.913
C4 2.176 -2.037 2.289
C5 2.864 -0.868 1.970
C6 2.893 -0.371 0.680
C7 2.222 -1.031 -0.352
C8 2.410 -0.628 -1.783
C9 1.546 -2.213 -0.040
C10 1.534 -2.710 1.255
H1 1.640 -1.718 5.674
H2 0.423 -1.426 4.431
H3 1.904 -0.476 4.451
H4 3.213 -2.597 4.037
H5 0.441 -3.805 3.652
H6 1.567 -4.172 4.955
H7 1.972 -4.626 3.296
H8 3.396 -0.336 2.743
H9 3.454 0.527 0.465
H10 3.230 -1.207 -2.214
H11 2.668 0.423 -1.855
H12 1.511 -0.817 -2.374
H13 1.085 -2.784 -0.835
H14 1.016 -3.639 1.440
C11 -1.201 4.938 -1.574
C12 -0.358 4.041 -0.688
Ge1 0.034 2.167 -1.422
C13 1.592 2.507 -2.698
C14 1.480 3.759 -3.545
C15 -1.411 1.950 -2.728
C16 -2.185 0.865 -2.866
Ge2 -1.755 -0.698 -1.648
C17 -3.482 -1.241 -0.686
C18 -4.819 -1.462 -1.373
C19 -1.102 -2.273 -2.800
C20 -1.973 -3.125 -3.710
C21 -3.246 0.839 -3.874
C22 -3.712 1.975 -4.540
C23 -4.702 1.892 -5.498
C24 -5.280 0.672 -5.803
C25 -4.868 -0.459 -5.119
C26 -3.863 -0.369 -4.177
H15 -1.296 5.935 -1.141
H16 -2.196 4.515 -1.705
H17 -0.738 5.042 -2.549
H18 -0.853 3.951 0.284
H19 0.600 4.521 -0.492
H20 1.637 1.646 -3.367
H21 2.533 2.549 -2.145
H22 0.502 3.813 -4.014
H23 2.232 3.758 -4.337
H24 1.627 4.649 -2.938
H25 -1.568 2.789 -3.397
H26 -3.618 -0.445 0.054
H27 -3.232 -2.141 -0.114
H28 -5.104 -0.591 -1.956
H29 -5.596 -1.639 -0.627
H30 -4.791 -2.328 -2.030
H31 -0.667 -2.955 -2.061
H32 -0.270 -1.886 -3.397
H33 -2.870 -3.466 -3.197
H34 -1.411 -4.009 -4.018
H35 -2.261 -2.594 -4.612
H36 -3.297 2.944 -4.312
H37 -5.031 2.788 -6.009
H38 -6.051 0.610 -6.558
H39 -5.336 -1.415 -5.315
H40 -3.536 -1.246 -3.651
Se1 0.307 1.503 2.149
C27 -3.795 2.654 4.413
N1 -2.943 3.261 3.381
C28 -1.619 3.582 3.939
C29 -2.877 2.439 2.098
C30 -2.615 0.979 2.277
C31 -3.661 0.120 2.600
C32 -3.470 -1.243 2.758
C33 -2.214 -1.785 2.497
C34 -1.163 -0.962 2.149
C35 -1.317 0.441 2.049
H41 -3.888 3.330 5.261
H42 -3.349 1.724 4.756
H43 -4.781 2.433 4.011
H44 -3.374 4.146 3.099
H45 -1.119 2.667 4.255
H46 -1.730 4.260 4.784
H47 -0.988 4.040 3.179
H48 -2.076 2.871 1.495
H49 -3.833 2.597 1.593
H50 -4.656 0.528 2.733
H51 -4.284 -1.883 3.061
H52 -2.056 -2.850 2.601
H53 -0.157 -1.368 2.081

Values from the calculation:
Calculated total energy = -9019.80514 Ha
Expectation value of S² = 6.1325
Charge = 0
ΔE to the lowest compared entry with this formula, charge and spin = 1.118 eV
2S+1 = 5

Calculated atomic charges, method Löwdin, unit e: atom 1 (Cr): 0.0167, atom 2 (C): -0.0642, atom 3 (C): -0.3725, atom 4 (C): -0.0779, atom 5 (C): -0.2206, atom 6 (C): -0.0685, atom 7 (C): -0.0646, atom 8 (C): -0.3194, atom 9 (C): -0.0537, atom 10 (C): -0.0521, atom 11 (C): -0.0523, atom 12 (H): 0.0772, atom 13 (H): 0.0687, atom 14 (H): 0.0579, atom 15 (H): 0.1414, atom 16 (H): 0.0700, atom 17 (H): 0.0785, atom 18 (H): 0.0814, atom 19 (H): 0.1155, atom 20 (H): 0.1222, atom 21 (H): 0.0956, atom 22 (H): 0.0420, atom 23 (H): 0.0648, atom 24 (H): 0.1024, atom 25 (H): 0.1086, atom 26 (C): -0.1974, atom 27 (C): -0.3853, atom 28 (Ge): 0.8152, atom 29 (C): -0.3917, atom 30 (C): -0.1940, atom 31 (C): -0.2775, atom 32 (C): -0.3483, atom 33 (Ge): 0.9030, atom 34 (C): -0.3730, atom 35 (C): -0.1825, atom 36 (C): -0.3778, atom 37 (C): -0.1928, atom 38 (C): -0.2397, atom 39 (C): -0.0412, atom 40 (C): -0.0964, atom 41 (C): -0.1056, atom 42 (C): -0.0801, atom 43 (C): -0.0850, atom 44 (H): 0.0590, atom 45 (H): 0.0575, atom 46 (H): 0.0422, atom 47 (H): -0.0053, atom 48 (H): 0.0496, atom 49 (H): 0.0463, atom 50 (H): 0.0428, atom 51 (H): 0.0484, atom 52 (H): 0.0632, atom 53 (H): 0.0589, atom 54 (H): 0.0310, atom 55 (H): 0.0246, atom 56 (H): 0.0441, atom 57 (H): 0.0560, atom 58 (H): 0.0591, atom 59 (H): 0.0553, atom 60 (H): 0.0228, atom 61 (H): 0.0436, atom 62 (H): 0.0563, atom 63 (H): 0.0623, atom 64 (H): 0.0542, atom 65 (H): 0.0964, atom 66 (H): 0.0973, atom 67 (H): 0.0942, atom 68 (H): 0.1031, atom 69 (H): 0.0461, atom 70 (Se): 0.7146, atom 71 (C): -0.0098, atom 72 (N): -0.1717, atom 73 (C): -0.0470, atom 74 (C): -0.0784, atom 75 (C): -0.2593, atom 76 (C): -0.0721, atom 77 (C): -0.0707, atom 78 (C): -0.0602, atom 79 (C): -0.1674, atom 80 (C): -0.6330, atom 81 (H): 0.1065, atom 82 (H): 0.1115, atom 83 (H): 0.1042, atom 84 (H): 0.1855, atom 85 (H): 0.0678, atom 86 (H): 0.1048, atom 87 (H): 0.0845, atom 88 (H): 0.0847, atom 89 (H): 0.1474, atom 90 (H): 0.1123, atom 91 (H): 0.1080, atom 92 (H): 0.1149, atom 93 (H): 0.0669


4.
This record from OMol25 describes the ion C5H4ClN6O2 with charge -1 in a non-equilibrium geometry. The level of theory is wB97M-V/def2-TZVPD.

Atoms and positions in Å:
C1 1.995 0.463 1.026
C2 0.094 1.035 0.061
C3 -1.156 1.046 -0.552
C4 0.995 -1.036 -0.704
C5 -1.296 -1.345 -0.753
N1 1.730 1.581 1.620
N2 1.573 -1.847 -1.368
N3 0.606 1.982 1.038
N4 -1.676 -0.098 -1.219
N5 1.177 0.149 -0.010
N6 -1.594 -1.641 0.569
O1 -2.848 -1.550 0.764
O2 -0.805 -2.062 1.421
Cl1 -2.253 2.430 -0.487
H1 2.755 -0.243 1.382
H2 2.471 -1.745 -1.849
H3 0.167 2.845 1.211
H4 -1.934 0.036 -2.149

Values from the calculation:
Calculated total energy = -1131.90798 Ha
Charge = -1
ΔE to the lowest compared entry with this formula, charge and spin = 1.432 eV

Calculated atomic charges, method Löwdin, unit e: atom 1 (C): -0.1797, atom 2 (C): -0.2122, atom 3 (C): -0.6483, atom 4 (C): -0.2841, atom 5 (C): -0.0800, atom 6 (N): 0.0254, atom 7 (N): 0.1018, atom 8 (N): -0.0032, atom 9 (N): -0.0657, atom 10 (N): 0.0146, atom 11 (N): -0.4653, atom 12 (O): -0.0767, atom 13 (O): -0.0350, atom 14 (Cl): 0.5713, atom 15 (H): 0.1279, atom 16 (H): 0.0312, atom 17 (H): 0.1006, atom 18 (H): 0.0774


5.
This record from OMol25 describes a cluster of 2 separate species, C2H6NO3 in total in a non-equilibrium geometry. The level of theory is wB97M-V/def2-TZVPD.

Atoms and positions in Å:
O1 1.523 1.390 -0.363
C1 0.668 0.522 -0.261
O2 0.450 -0.326 0.782
C2 -0.233 0.363 -1.463
N1 -0.777 -1.017 -1.584
H1 -1.065 0.936 -1.331
H2 0.340 0.706 -2.307
H3 -0.512 -1.303 -0.623
H4 -0.179 -1.577 -2.266
H5 0.509 0.086 3.473
H6 -0.330 -0.034 2.508
O3 -0.395 0.254 3.436

Values from the calculation:
Calculated total energy = -360.33344 Ha
Charge = -1
ΔE to the lowest compared entry with this formula, charge and spin = 1.028 eV

Calculated atomic charges, method Löwdin, unit e: atom 1 (O): -0.0297, atom 2 (C): -0.6407, atom 3 (O): -0.1880, atom 4 (C): -0.2332, atom 5 (N): -0.0457, atom 6 (H): 0.0635, atom 7 (H): 0.0960, atom 8 (H): 0.0317, atom 9 (H): 0.0659, atom 10 (H): -0.0246, atom 11 (H): -0.0100, atom 12 (O): -0.0852


6.
This record from OMol25 describes a structure of composition C27H35BaF2N8O4S3. The level of theory is wB97M-V/def2-TZVPD.

Atoms and positions in Å:
Ba1 -0.757 0.588 0.039
N1 1.804 -4.018 5.223
C1 2.005 -3.170 4.126
C2 3.242 -2.555 3.928
C3 3.426 -1.680 2.874
C4 2.382 -1.416 2.000
C5 1.151 -2.029 2.183
C6 0.962 -2.897 3.243
S1 2.617 -0.286 0.658
O1 4.039 -0.161 0.442
O2 1.825 -0.815 -0.449
N2 1.882 1.082 0.998
C7 2.128 1.804 2.108
N3 1.428 2.962 2.191
C8 1.493 3.629 3.328
C9 2.281 3.228 4.395
C10 3.033 2.087 4.177
N4 2.980 1.379 3.062
H1 2.638 -4.489 5.536
H2 1.038 -4.663 5.107
H3 4.056 -2.760 4.615
H4 4.375 -1.185 2.718
H5 0.337 -1.879 1.483
H6 -0.003 -3.372 3.379
H7 0.888 4.530 3.384
H8 2.314 3.777 5.325
H9 3.716 1.718 4.939
C11 2.266 1.800 -2.273
O3 0.924 2.191 -2.026
C12 0.185 2.439 -3.202
C13 -0.298 1.178 -3.878
O4 -1.026 0.434 -2.929
C14 -1.924 -0.488 -3.520
H10 2.752 2.525 -2.938
H11 2.322 0.801 -2.713
H12 2.773 1.781 -1.314
H13 0.781 3.032 -3.911
H14 -0.683 3.028 -2.903
H15 0.529 0.572 -4.268
H16 -0.940 1.460 -4.723
H17 -1.402 -1.122 -4.246
H18 -2.738 0.045 -4.027
H19 -2.318 -1.115 -2.724
N5 0.177 4.612 0.182
C15 -0.933 4.415 -0.557
N6 -1.701 3.364 -0.487
C16 -2.813 3.505 -1.295
C17 -2.868 4.640 -2.032
S2 -1.504 5.639 -1.665
C18 -3.837 2.451 -1.273
C19 -5.165 2.666 -1.421
S3 -6.013 1.167 -1.250
C20 -4.483 0.357 -0.971
N7 -3.448 1.154 -1.029
N8 -4.408 -0.967 -0.776
H20 0.521 3.862 0.801
H21 0.877 5.236 -0.180
H22 -3.608 4.924 -2.759
H23 -5.680 3.605 -1.529
H24 -5.235 -1.462 -0.497
H25 -3.471 -1.379 -0.529
F1 -2.650 0.849 1.954
C21 -1.401 0.822 2.769
F2 -1.415 2.116 3.347
H26 -1.727 0.176 3.600
C22 0.726 -3.185 -2.694
C23 0.021 -3.841 -1.497
C24 -0.748 -5.082 -1.971
C25 1.079 -4.260 -0.470
C26 -0.933 -2.884 -0.900
C27 -1.754 -2.116 -0.408
H27 1.432 -3.886 -3.150
H28 1.269 -2.300 -2.362
H29 -0.007 -2.891 -3.448
H30 -0.062 -5.802 -2.428
H31 -1.507 -4.806 -2.705
H32 -1.250 -5.563 -1.130
H33 1.753 -5.002 -0.914
H34 0.610 -4.700 0.411
H35 1.670 -3.401 -0.155

Values from the calculation:
Calculated total energy = -3208.73631 Ha
Charge = -1
ΔE to the lowest compared entry with this formula, charge and spin = 0.000 eV

Calculated atomic charges, method Löwdin, unit e: atom 1 (Ba): 1.7579, atom 2 (N): 0.0802, atom 3 (C): -0.3246, atom 4 (C): -0.0384, atom 5 (C): -0.0703, atom 6 (C): -0.2903, atom 7 (C): -0.0675, atom 8 (C): -0.0210, atom 9 (S): 0.5442, atom 10 (O): -0.3127, atom 11 (O): -0.4271, atom 12 (N): -0.2096, atom 13 (C): -0.4624, atom 14 (N): 0.0895, atom 15 (C): -0.1439, atom 16 (C): -0.0756, atom 17 (C): -0.1419, atom 18 (N): 0.1361, atom 19 (H): 0.0770, atom 20 (H): 0.0791, atom 21 (H): 0.1030, atom 22 (H): 0.1065, atom 23 (H): 0.0689, atom 24 (H): 0.1154, atom 25 (H): 0.1099, atom 26 (H): 0.0856, atom 27 (H): 0.1033, atom 28 (C): -0.0882, atom 29 (O): -0.2606, atom 30 (C): -0.2049, atom 31 (C): -0.2062, atom 32 (O): -0.2904, atom 33 (C): -0.1030, atom 34 (H): 0.0911, atom 35 (H): 0.0909, atom 36 (H): 0.0664, atom 37 (H): 0.1300, atom 38 (H): 0.0965, atom 39 (H): 0.1289, atom 40 (H): 0.1300, atom 41 (H): 0.0844, atom 42 (H): 0.0931, atom 43 (H): 0.0534, atom 44 (N): 0.1145, atom 45 (C): -0.7062, atom 46 (N): 0.0263, atom 47 (C): -0.3579, atom 48 (C): -0.3768, atom 49 (S): 1.0081, atom 50 (C): -0.3558, atom 51 (C): -0.3747, atom 52 (S): 1.0036, atom 53 (C): -0.6988, atom 54 (N): 0.0113, atom 55 (N): 0.0888, atom 56 (H): 0.0549, atom 57 (H): 0.0912, atom 58 (H): 0.0683, atom 59 (H): 0.0658, atom 60 (H): 0.0865, atom 61 (H): -0.0152, atom 62 (F): -0.3384, atom 63 (C): -0.3811, atom 64 (F): -0.1792, atom 65 (H): 0.0216, atom 66 (C): -0.0516, atom 67 (C): -0.6308, atom 68 (C): -0.0714, atom 69 (C): -0.0544, atom 70 (C): -0.2294, atom 71 (C): -0.1730, atom 72 (H): 0.0797, atom 73 (H): 0.0670, atom 74 (H): 0.0669, atom 75 (H): 0.0742, atom 76 (H): 0.0776, atom 77 (H): 0.0789, atom 78 (H): 0.0803, atom 79 (H): 0.0828, atom 80 (H): 0.0629


Among the records above, which one has the highest ΔE to the lowest compared entry with this formula, charge and spin?
C3H6N3